Computed, not measured: 18 unconnected molecules or ions with the total composition C33H58Cl34FN2O7S, with ωB97M-V with the def2-TZVPD basis set.

Lowest unoccupied orbital energy   -4.87 eV
HOMO   -0.4229 hartree
E_tot   -18072.612708 Ha
Net charge   +1
Kohn-Sham gap   6.6 eV

Geometry (Å):
1 Cl 6.03 -5.94 -2.16
2 Cl -8.60 -0.78 6.13
3 Cl 2.99 -5.92 1.59
4 Cl 6.51 -3.45 -7.83
5 Cl -1.58 -8.21 2.01
6 Cl 10.76 -3.60 -6.11
7 Cl 2.67 1.89 -14.86
8 Cl -2.90 -4.56 3.77
9 Cl 1.96 -0.87 -14.25
10 Cl -3.11 0.27 5.94
11 Cl 8.67 -2.94 -3.55
12 Cl 3.71 -0.26 -2.35
13 Cl 1.09 7.79 -3.80
14 Cl -11.21 1.38 9.19
15 Cl 2.25 2.18 -3.03
16 Cl -5.05 8.94 1.61
17 Cl 10.03 -5.78 -7.91
18 Cl -2.48 10.33 1.52
19 Cl 6.43 -0.24 -11.87
20 Cl -0.60 4.34 -3.18
21 Cl -0.46 -0.79 6.57
22 Cl 7.73 -3.28 -10.48
23 Cl 6.13 -5.63 -5.06
24 Cl 1.12 -9.14 2.65
25 Cl 3.09 -7.34 -0.96
26 Cl -9.66 1.88 5.53
27 Cl 9.31 -0.77 -1.70
28 Cl -2.82 -4.25 0.86
29 Cl 6.55 -1.67 -14.42
30 Cl -5.20 -3.74 6.29
31 Cl -8.55 0.36 9.86
32 Cl -2.26 4.58 -0.79
33 Cl -0.63 8.61 -1.58
34 Cl -4.34 -1.58 8.02
35 S -3.33 4.22 3.73
36 F -3.31 5.67 3.16
37 O 3.41 -1.80 0.54
38 O -0.13 4.36 1.05
39 O -6.18 0.25 2.99
40 O -4.61 3.93 4.21
41 O -0.27 4.22 3.18
42 O -2.39 4.05 4.74
43 O 2.57 0.15 1.08
44 N -4.03 1.36 1.13
45 N -4.98 -2.05 3.56
46 C 3.06 -1.10 1.39
47 C -3.17 -5.35 2.20
48 C -1.80 5.32 -2.34
49 C 3.85 -6.11 0.05
50 C -8.21 0.88 5.65
51 C 1.02 8.20 -2.08
52 C 8.03 -1.79 -2.37
53 C -2.89 1.24 0.45
54 C -3.53 9.26 2.46
55 C 0.05 -7.74 2.54
56 C -4.07 2.25 2.07
57 C 3.24 0.35 -14.22
58 C 5.76 -6.73 -3.72
59 C 6.26 -3.03 -9.53
60 C -5.78 -0.41 1.83
61 C -1.79 1.99 0.67
62 C 0.27 3.10 3.94
63 C -3.03 3.06 2.38
64 C 9.44 -4.59 -6.74
65 C 7.30 -0.43 -13.41
66 C -0.58 1.76 -0.20
67 C 3.13 -1.51 2.85
68 C -5.17 0.51 0.74
69 C 0.74 1.55 0.58
70 C 1.21 0.09 0.63
71 C -0.66 3.89 1.95
72 C -1.85 2.97 1.68
73 C -5.72 -2.52 7.45
74 C -4.89 -1.70 2.14
75 C -9.58 1.80 9.71
76 C 3.84 1.41 -2.90
77 C -1.46 0.67 6.45
78 C 1.77 2.83 3.66
79 H 1.67 9.05 -1.90
80 H 3.56 0.49 -13.19
81 H -0.02 -7.28 3.52
82 H 7.30 -1.16 -2.86
83 H 3.83 -5.16 -0.48
84 H -6.20 -3.00 8.29
85 H 4.07 0.00 -14.82
86 H -7.54 1.31 6.39
87 H -9.63 2.29 10.67
88 H 1.11 -0.45 -0.31
89 H 7.56 -2.34 -1.57
90 H 0.46 -7.04 1.82
91 H -1.50 1.15 7.42
92 H -0.37 2.22 3.79
93 H 3.12 -0.65 3.52
94 H -4.16 -2.57 3.86
95 H -2.69 5.40 -2.96
96 H 4.44 1.97 -2.19
97 H -4.21 -5.65 2.14
98 H -5.95 1.19 0.36
99 H -0.73 0.89 -0.85
100 H 2.30 2.77 4.62
101 H -5.81 -2.59 3.74
102 H -4.86 -0.14 -0.09
103 H -2.53 -6.22 2.13
104 H -7.72 0.85 4.68
105 H -6.70 -0.82 1.39
106 H 5.47 -3.66 -9.93
107 H 0.18 3.38 4.99
108 H 8.32 -0.72 -13.20
109 H -2.85 0.50 -0.33
110 H -5.42 0.46 3.55
111 H -3.75 9.73 3.41
112 H -0.45 2.62 -0.87
113 H 0.64 -0.39 1.45
114 H 5.97 -1.99 -9.60
115 H -9.14 2.47 8.98
116 H -6.42 -1.85 6.95
117 H 1.87 1.82 3.23
118 H 4.71 -7.02 -3.79
119 H 3.99 -2.15 3.05
120 H -5.37 -2.53 1.59
121 H 6.39 -7.60 -3.79
122 H -3.01 8.32 2.62
123 H -4.99 2.38 2.63
124 H 8.72 -3.94 -7.23
125 H 1.53 2.10 0.05
126 H -1.39 6.31 -2.14
127 H 8.98 -5.12 -5.91
128 H -1.02 1.33 5.73
129 H 2.26 3.59 3.05
130 H 2.21 -2.08 3.06
131 H 4.87 -6.40 0.25
132 H 7.28 0.52 -13.94
133 H 1.36 7.34 -1.51
134 H -3.86 -1.61 1.78
135 H 4.31 1.43 -3.87
136 H 0.73 1.92 1.61